[1]
The following is a DFT calculation (ωB97M-V/def2-TZVPD) of a structure of composition C18H41N2OP3SeYb at a distorted geometry.

**ΔE to the lowest compared entry with this formula, charge and spin**: 0.0 kJ/mol
**E_tot**: -149072.662 eV
**Maximum force**: 0.120 Eh/bohr
**Molecular weight**: 646.5 g/mol
**Total charge**: +3
**Orbital gap (alpha / beta)**: 4.58 / 4.57 eV
**HOMO level (alpha / beta)**: -0.4701 / -0.4701 hartree
**Multiplicity**: 2

XYZ file:
```
67
Properties=species:S:1:pos:R:3:nbo_charge:R:1
Yb -1.76 1.93 -3.59 1.457
P -1.91 -2.67 0.51 1.248
P 2.19 -0.12 1.86 1.289
P 1.54 -0.98 -1.88 1.248
H -4.01 3.51 -4.54 0.277
C -3.61 2.51 -4.77 -0.491
C -3.99 1.42 -4.03 -0.479
H -4.69 1.52 -3.19 0.264
C -3.31 -1.69 1.05 -0.966
C -1.38 -3.82 1.79 -0.952
C -2.29 -3.52 -1.02 -0.966
C 3.31 1.25 1.57 -0.974
C 1.05 0.19 3.20 -0.965
C 2.91 -1.75 1.81 -0.981
C 0.39 -0.42 -3.15 -0.996
C 1.54 -2.76 -1.77 -0.977
C 3.18 -0.34 -2.19 -0.992
H -3.12 2.46 -5.76 0.263
H -3.87 0.37 -4.37 0.241
H -3.51 -0.89 0.32 0.267
H -3.08 -1.23 2.03 0.276
H -4.20 -2.34 1.14 0.293
H -1.20 -3.26 2.71 0.273
H -0.44 -4.29 1.48 0.273
H -2.17 -4.57 1.93 0.288
H -3.01 -2.94 -1.61 0.275
H -2.75 -4.50 -0.78 0.300
H -1.40 -3.69 -1.64 0.263
H 4.00 1.28 2.42 0.283
H 2.75 2.19 1.51 0.294
H 3.88 1.10 0.64 0.271
H 1.64 0.28 4.13 0.274
H 0.33 -0.64 3.32 0.255
H 0.49 1.12 3.03 0.272
H 3.52 -1.86 2.71 0.285
H 3.54 -1.88 0.92 0.268
H 2.13 -2.53 1.81 0.263
H 0.78 -0.80 -4.11 0.270
H 0.39 0.68 -3.20 0.261
H -0.61 -0.84 -2.98 0.237
H 2.03 -3.12 -2.69 0.276
H 0.52 -3.16 -1.74 0.241
H 2.11 -3.11 -0.90 0.271
H 3.61 -0.95 -3.01 0.281
H 3.83 -0.44 -1.30 0.267
H 3.16 0.71 -2.51 0.289
C 0.21 3.47 -2.32 -0.368
C -0.68 4.30 -2.90 -0.327
C -0.64 4.25 -4.34 -0.296
C 0.34 3.44 -4.96 -0.315
C 1.37 2.83 -4.23 -0.221
C 1.33 2.90 -2.80 -0.259
Se 0.76 -0.22 0.13 -0.403
H -0.79 -1.76 0.42 0.030
H -1.37 4.96 -2.39 0.203
H -1.33 4.85 -4.93 0.238
H 0.35 3.37 -6.05 0.250
H 2.22 2.36 -4.74 0.223
H 2.15 2.53 -2.19 0.185
N -2.22 1.94 0.74 -0.800
C -2.41 2.67 -0.38 0.853
N -2.75 3.95 -0.19 -0.773
O -2.31 2.14 -1.53 -0.805
H -2.21 2.41 1.63 0.412
H -1.84 1.01 0.68 0.406
H -3.00 4.55 -0.98 0.430
H -2.68 4.37 0.72 0.420
```

---

[2]
The following is a DFT calculation (ωB97M-V/def2-TZVPD) of the molecule C5H11NO2 at a distorted geometry.

**ΔE to the lowest compared entry with this formula, charge and spin**: 260.3 kJ/mol
**E_tot**: -10946.570 eV
**SMILES string**: CC[C@H](CO)NC=O
**Maximum force**: 0.109 Eh/bohr
**Molecular weight**: 117.1 g/mol
**Orbital gap**: 10.30 eV
**HOMO level**: -0.3519 hartree

XYZ file:
```
19
Properties=species:S:1:pos:R:3:nbo_charge:R:1
C -0.54 2.23 0.28 0.519
N 0.50 1.47 -0.15 -0.636
C 0.10 -1.92 -1.97 -0.574
C -0.29 -0.60 -1.22 -0.431
C 0.69 -0.06 -0.20 -0.064
C 0.57 -0.48 1.26 -0.087
O 0.50 -1.89 1.45 -0.722
O -1.53 1.76 0.79 -0.628
H -0.45 3.36 0.07 0.118
H 1.23 2.16 -0.57 0.394
H 0.17 -2.64 -1.28 0.190
H -0.82 -2.11 -2.80 0.209
H 1.06 -1.74 -2.43 0.204
H -0.46 0.06 -2.01 0.222
H -1.43 -0.59 -0.79 0.219
H 1.73 -0.16 -0.60 0.210
H 1.29 -0.22 1.98 0.200
H -0.44 -0.03 1.71 0.195
H -0.27 -2.29 0.89 0.463
```

---

[3]
The following is a DFT calculation (ωB97M-V/def2-TZVPD) of a structure of composition C3H3LiNaO4.

**ΔE to the lowest compared entry with this formula, charge and spin**: 144.6 kJ/mol
**E_tot**: -15970.135 eV
**Maximum force**: 0.018 Eh/bohr
**Molecular weight**: 133.0 g/mol
**Orbital gap (alpha / beta)**: 4.96 / 4.54 eV
**HOMO level (alpha / beta)**: -0.2356 / -0.2354 hartree
**Multiplicity**: 2

XYZ file:
```
12
Properties=species:S:1:pos:R:3:nbo_charge:R:1
C 1.20 1.59 -2.09 0.340
O 2.08 1.07 -1.39 -0.837
O -0.02 1.51 -1.33 -0.685
C -1.18 2.07 -1.92 -0.255
H -1.93 2.16 -1.13 0.170
H -0.95 3.06 -2.33 0.183
H -1.57 1.42 -2.71 0.170
Na 1.05 0.14 0.38 0.898
C -1.34 -2.12 1.00 0.720
O -2.02 -3.00 1.54 -0.750
O -0.38 -1.49 1.50 -0.885
Li -0.65 -2.76 3.08 0.930
```

---

[4]
The following is a DFT calculation (ωB97M-V/def2-TZVPD) of a structure of composition C16H7Co2NO7 at a distorted geometry.

**ΔE to the lowest compared entry with this formula, charge and spin**: 0.0 kJ/mol
**E_tot**: -107777.116 eV
**Maximum force**: 0.075 Eh/bohr
**Molecular weight**: 443.1 g/mol
**Orbital gap**: 6.94 eV
**HOMO level**: -0.3096 hartree

XYZ file:
```
33
Properties=species:S:1:pos:R:3:nbo_charge:R:1
O -0.55 -0.40 1.05 -0.501
C -0.13 -1.45 1.79 0.341
C 1.14 -1.49 2.42 -0.290
C 1.73 -2.73 2.63 -0.134
C 1.05 -3.91 2.28 -0.206
C 1.76 -5.16 2.23 0.276
N 2.32 -6.19 2.17 -0.306
C -0.27 -3.85 1.85 -0.123
C -0.88 -2.63 1.64 -0.261
H 1.68 -0.57 2.63 0.223
H 2.73 -2.80 3.06 0.235
H -0.82 -4.77 1.66 0.234
H -1.88 -2.55 1.23 0.237
O -4.34 2.58 -1.89 -0.474
C -3.20 2.54 -2.03 0.596
Co -1.46 2.45 -2.33 0.012
C -1.45 0.82 -3.01 0.456
O -1.48 -0.20 -3.55 -0.494
C -1.54 3.47 -3.76 0.479
O -1.61 4.09 -4.73 -0.482
C -0.77 2.73 -0.45 -0.629
C -0.25 1.78 0.35 0.215
C -0.44 0.95 1.50 -0.202
Co 0.77 1.95 -1.10 -0.057
C 0.86 0.20 -1.35 0.567
O 0.96 -0.94 -1.57 -0.473
C 2.36 2.27 -0.40 0.603
O 3.39 2.50 0.08 -0.469
C 0.95 2.53 -2.78 0.468
O 1.53 2.85 -3.74 -0.496
H -1.19 3.69 -0.13 0.246
H 0.40 1.06 2.21 0.212
H -1.37 1.18 2.04 0.200
```

---

[5]
The following is a DFT calculation (ωB97M-V/def2-TZVPD) of a structure of composition C27H25IN7O4PtS at a distorted geometry.

**ΔE to the lowest compared entry with this formula, charge and spin**: 0.0 kJ/mol
**E_tot**: -69178.875 eV
**Maximum force**: 0.037 Eh/bohr
**Molecular weight**: 865.6 g/mol
**Total charge**: +3
**Orbital gap (alpha / beta)**: 2.07 / 2.08 eV
**HOMO level (alpha / beta)**: -0.5360 / -0.5362 hartree

XYZ file:
```
66
Properties=species:S:1:pos:R:3:nbo_charge:R:1
Pt 0.41 0.76 1.01 0.930
N 8.91 0.15 1.89 -0.592
C 7.64 0.06 1.56 0.284
C 6.93 1.22 1.10 -0.199
C 5.61 1.11 0.77 -0.157
C 4.97 -0.14 0.89 -0.228
C 5.65 -1.29 1.33 -0.096
C 6.97 -1.20 1.67 -0.206
S 3.26 -0.30 0.40 2.307
O 2.98 -1.70 0.36 -0.903
O 3.12 0.53 -0.76 -0.925
N 2.41 0.44 1.59 -0.879
C 1.96 -0.45 2.59 0.564
N 2.70 -1.18 3.38 -0.432
C 2.03 -1.95 4.24 0.143
C 0.64 -2.00 4.30 -0.279
C -0.07 -1.23 3.40 0.113
N 0.62 -0.45 2.56 -0.472
H 9.42 1.03 1.82 0.434
H 9.44 -0.65 2.21 0.437
H 7.46 2.16 1.02 0.249
H 5.07 1.97 0.40 0.257
H 5.12 -2.23 1.39 0.268
H 7.51 -2.07 2.00 0.254
H 2.62 -2.56 4.91 0.237
H 0.12 -2.63 5.01 0.271
H -1.15 -1.20 3.34 0.240
C -2.45 10.08 -0.24 -0.262
O -1.64 8.88 -0.26 -0.506
C -0.36 8.98 -0.65 0.425
C 0.27 10.14 -1.09 -0.296
C 1.61 10.09 -1.44 -0.106
C 2.35 8.91 -1.32 -0.211
C 1.74 7.76 -0.88 -0.196
C 0.38 7.79 -0.57 -0.012
N -0.31 6.68 -0.03 -0.382
C -0.17 5.41 -0.17 0.200
C 0.59 4.68 -1.16 -0.198
C 1.02 5.22 -2.35 -0.091
C 1.57 4.40 -3.35 -0.105
C 1.70 3.01 -3.17 -0.173
C 1.28 2.43 -2.00 -0.186
C 0.72 3.23 -0.95 0.467
O 0.31 2.71 0.12 -0.603
H -2.02 10.81 0.44 0.204
H -3.43 9.76 0.11 0.226
H -2.53 10.48 -1.25 0.204
H -0.28 11.07 -1.17 0.254
H 2.09 10.99 -1.79 0.251
H 3.41 8.91 -1.56 0.246
H 2.31 6.85 -0.74 0.229
H -1.08 6.99 0.57 0.454
H -0.76 4.80 0.51 0.237
H 0.92 6.27 -2.55 0.242
H 1.88 4.85 -4.28 0.253
H 2.11 2.40 -3.96 0.260
H 1.36 1.36 -1.83 0.262
I -5.59 2.08 0.45 0.299
C -3.77 1.12 0.43 -0.305
C -3.51 -0.19 0.08 -0.002
N -2.19 -0.38 0.22 -0.310
N -1.57 0.74 0.64 -0.320
C -2.53 1.66 0.78 -0.012
H -4.15 -0.98 -0.27 0.268
H -1.64 -1.21 0.01 0.442
H -2.29 2.65 1.13 0.234
```